Density functional theory data (ωB97M-V/def2-TZVPD) for a structure of composition C38H44BrN8O5Ti.

Each line ends with the Mulliken charge.
CARTESIAN COORDINATES (ANGSTROEM)
Br1 13.2744 8.1114 7.6443  -0.160
Ti1 13.0747 14.1970 9.9176  -1.175
O1 14.8425 14.8907 9.1569  -0.402
O2 12.9242 11.3334 8.1424  -0.436
O3 16.6697 11.7560 13.9490  -0.638
O4 12.4168 13.8056 8.2484  -0.186
O5 13.8974 12.3979 9.8312  -0.393
N1 9.7025 12.4517 12.2638  -0.881
N2 8.0177 10.6998 11.7381  -0.674
N3 16.9716 15.0690 8.2495  0.008
N4 6.2557 9.8883 8.7216  0.247
N5 16.6336 13.9348 13.2159  -0.065
N6 11.5061 13.4163 10.9456  -0.154
N7 11.9693 15.7347 9.5500  1.297
N8 13.4904 15.2001 11.6750  0.966
C1 6.4500 10.6146 5.6100  -0.367
C2 11.1593 18.2946 8.8899  -0.556
C3 12.6277 17.1373 12.9374  -0.902
C4 15.2288 16.3251 7.1273  -0.600
C5 6.4509 12.8378 4.7223  -0.522
C6 6.8296 11.4466 4.6127  -0.676
C7 13.6266 11.3210 9.2671  0.572
C8 14.3976 14.9802 12.6882  -0.267
C9 11.6063 14.6289 7.4400  -0.423
C10 15.6812 9.1836 11.4992  -0.767
C11 17.1314 12.9263 13.9757  0.760
C12 13.3061 16.7150 14.0345  -0.871
C13 10.8660 17.1145 8.0066  -1.163
C14 8.8011 11.5558 11.9309  0.450
C15 6.0762 9.1903 9.9819  -0.805
C16 14.8616 7.6558 9.8848  -0.560
C17 15.6168 7.9426 10.9884  -0.253
C18 5.4904 13.1520 5.6712  -0.415
C19 11.8150 16.7150 10.6078  0.159
C20 5.2842 9.8487 7.6854  -0.807
C21 7.6226 9.8570 8.2792  -0.895
C22 12.9382 16.5376 11.6086  0.253
C23 15.3515 13.8270 12.5349  -0.230
C24 15.6672 15.3171 8.2703  0.163
C25 16.1700 14.8022 5.2822  -0.894
C26 15.3332 15.9907 5.6918  -0.680
C27 17.8210 15.5127 7.2241  -0.988
C28 11.7475 18.0944 10.1054  -0.872
C29 14.2112 15.6437 13.8923  -0.777
C30 5.5124 10.9018 6.5929  0.827
C31 10.6118 12.9956 11.6018  1.009
C32 14.1777 8.6975 9.2041  0.185
C33 17.5912 14.7528 5.9002  -0.493
C34 18.2631 13.3672 14.9198  -1.356
C35 11.4458 15.8921 8.2962  0.173
C36 14.9675 10.2393 10.8845  0.016
C37 14.1520 10.0550 9.7201  0.089
C38 5.0749 12.2373 6.6209  -0.465
H1 12.1257 14.9179 6.5107  0.211
H2 8.2526 10.7013 8.6751  0.166
H3 7.5454 11.1978 3.8557  0.403
H4 10.4498 17.2000 7.0047  0.337
H5 6.9295 13.5909 4.1750  0.451
H6 5.2500 8.8453 7.1937  0.277
H7 17.7697 13.7637 15.8122  0.291
H8 18.8146 12.5413 15.1588  0.418
H9 14.9031 12.8713 12.9921  0.242
H10 13.7108 17.1984 11.2038  0.182
H11 11.9659 18.0082 12.9553  0.321
H12 6.6975 9.6560 10.7855  0.283
H13 15.5744 13.6865 11.4761  0.098
H14 12.7360 12.3502 8.0419  0.670
H15 10.9065 16.4756 11.1437  0.395
H16 14.8467 6.6614 9.4238  0.362
H17 4.9906 9.3679 10.1703  0.311
H18 15.7545 16.8593 5.1131  0.312
H19 4.2262 10.0178 8.0083  0.450
H20 17.7926 13.7080 6.0846  0.234
H21 4.4301 12.5954 7.4023  0.397
H22 16.3263 9.5427 12.3309  0.370
H23 17.7550 16.6049 7.0038  0.292
H24 5.0721 14.1857 5.6615  0.293
H25 10.6310 14.1916 7.3544  0.425
H26 12.2217 18.8914 10.7310  0.275
H27 14.3397 15.8715 5.2824  0.391
H28 15.7355 17.2633 7.2764  0.648
H29 7.6215 9.9932 7.1838  0.275
H30 16.2025 7.1122 11.4268  0.316
H31 18.8762 15.3584 7.4218  0.456
H32 13.0114 17.1172 14.9462  0.482
H33 6.0506 8.0772 10.0074  0.353
H34 17.0495 14.8377 13.1723  0.345
H35 14.9049 15.4650 14.7004  0.325
H36 8.0397 8.8568 8.4756  0.345
H37 14.1849 16.5648 7.2855  -0.101
H38 15.5987 13.8920 5.3312  0.372
H39 18.9044 14.1912 14.5831  0.352
H40 18.2337 15.2430 5.1395  0.374
H41 16.3215 14.8432 4.1911  0.461
H42 15.1455 11.2097 11.3289  0.051
H43 10.9144 19.2236 8.3507  0.317
H44 17.3871 14.4935 8.9921  0.365

For the highest occupied orbital energy (alpha / beta), the calculation gives -2.60 / -3.64 eV. The gap between HOMO and LUMO (alpha / beta) is 4.32 / 5.29 eV. As for the multiplicity: 3. The total charge is -1. The electronic energy comes out at -155433.711 eV. The energy above the lowest of the compared OMol25 structures with the same formula, charge and spin is 3.991 eV. For the LUMO energy (alpha / beta), the calculation gives 1.72 / 1.65 eV.

Density functional theory data (ωB97M-V/def2-TZVPD) for a cluster of 2 separate species, C9H14O in total.

Each line ends with the Mulliken charge.
CARTESIAN COORDINATES (ANGSTROEM)
O1 -0.2394 -1.4815 2.7763  -0.525
C1 1.3764 1.1853 0.9842  -0.372
C2 1.1112 -1.4958 0.8081  -0.599
C3 3.2783 1.2366 -0.7257  -1.309
C4 2.0543 -0.8539 -0.0006  -0.457
C5 0.5189 0.5495 1.8549  -0.525
C6 0.2984 -0.8209 1.7012  0.685
C7 -3.8510 -0.5705 -1.2489  -0.770
C8 -2.8472 0.5103 -1.6595  -0.711
C9 2.1807 0.5506 0.0310  0.553
H1 4.1544 0.7721 -0.2606  0.323
H2 -1.8451 0.4384 -1.2279  0.133
H3 0.2609 1.1134 2.7434  0.384
H4 3.3905 2.3169 -0.5560  0.344
H5 -4.1759 -1.1957 -2.0915  0.259
H6 0.9874 -2.5745 0.7627  0.293
H7 1.5715 2.2578 1.0417  0.282
H8 -3.5479 -1.2513 -0.4591  0.275
H9 3.1689 1.1058 -1.7959  0.304
H10 0.0219 -2.3907 2.7804  0.290
H11 -4.6853 -0.0089 -0.8326  0.236
H12 -3.1833 1.5183 -1.3938  0.284
H13 2.7507 -1.5257 -0.4915  0.326
H14 -2.7494 0.6143 -2.7402  0.295

For the highest occupied orbital energy, the calculation gives -8.40 eV. The gap between HOMO and LUMO is 9.24 eV. As for the multiplicity: 1. The electronic energy comes out at -11606.608 eV. As for the SMILES: Cc1ccc(O)cc1.CC. The energy above the lowest of the compared OMol25 structures with the same formula, charge and spin is 1.028 eV. For the LUMO energy, the calculation gives 0.84 eV.

Density functional theory data (ωB97M-V/def2-TZVPD) for a cluster of 2 separate species, CH5N2 in total.

Each line ends with the Mulliken charge.
CARTESIAN COORDINATES (ANGSTROEM)
N1 1.4072 0.1737 0.4042  -0.062
N2 1.1854 0.4909 -1.8575  -0.185
C1 1.3849 -0.3004 -0.8469  0.146
H1 0.9275 1.1041 0.4694  0.373
H2 -4.1102 -0.2475 2.8763  0.040
H3 -3.5449 0.1663 2.6194  -0.040
H4 1.6342 -1.3679 -0.9160  0.382
H5 1.1159 -0.0192 -2.7489  0.346

For the highest occupied orbital energy, the calculation gives -16.76 eV. The gap between HOMO and LUMO is 5.68 eV. As for the multiplicity: 1. The total charge is +1. The electronic energy comes out at -4084.412 eV. The energy above the lowest of the compared OMol25 structures with the same formula, charge and spin is 7.575 eV. For the LUMO energy, the calculation gives -11.08 eV.

Density functional theory data (ωB97M-V/def2-TZVPD) for the molecule C4H10N2O2.

Each line ends with the Mulliken charge.
CARTESIAN COORDINATES (ANGSTROEM)
O1 2.6674 0.2044 -0.9771  -0.475
O2 0.3356 2.1179 -0.0966  -0.562
N1 -2.2863 -1.8719 1.5021  -0.535
N2 -0.5378 -0.3750 0.6506  -0.340
C1 1.8934 -0.1986 -0.1587  -0.070
C2 0.2312 1.2490 -1.1566  -0.727
C3 0.4122 -0.2069 -0.5324  0.202
C4 -1.9339 -0.7615 0.4917  -0.378
H1 2.0464 -0.7149 0.7898  0.278
H2 1.1318 1.4420 -1.7331  0.459
H3 -2.2024 -1.0292 -0.5423  0.303
H4 -3.0555 -1.9143 2.1270  0.186
H5 -0.7024 1.2549 -1.6404  0.335
H6 -2.1818 -2.8187 1.1373  0.162
H7 -0.6020 2.1341 0.4301  0.338
H8 -2.6211 0.0699 0.8527  0.259
H9 -0.0413 -0.7454 1.4518  0.205
H10 0.3555 -1.0202 -1.2171  0.360

For the highest occupied orbital energy, the calculation gives -8.94 eV. The gap between HOMO and LUMO is 9.71 eV. As for the multiplicity: 1. The electronic energy comes out at -11382.962 eV. As for the SMILES: NCN[C@H](C=O)CO. The energy above the lowest of the compared OMol25 structures with the same formula, charge and spin is 3.941 eV. For the LUMO energy, the calculation gives 0.78 eV.

Density functional theory data (ωB97M-V/def2-TZVPD) for the molecule C4H6N2O.

Each line ends with the Mulliken charge.
CARTESIAN COORDINATES (ANGSTROEM)
O1 -2.0064 -1.1228 -0.1342  -0.549
N1 -0.5342 2.0080 -0.1591  -0.742
N2 0.5899 1.3728 -0.0777  0.241
C1 1.4725 -0.8847 0.0587  -1.390
C2 -0.9887 -0.1298 -0.0319  0.869
C3 -1.4548 1.1461 0.2388  -0.404
C4 0.3153 -0.0386 0.0020  0.042
H1 -1.7775 -2.0301 -0.2360  0.293
H2 -2.4493 1.5416 0.4056  0.418
H3 2.3026 -0.3636 0.0237  0.399
H4 1.4664 -1.5098 0.9070  0.301
H5 1.5134 1.8361 -0.3762  0.252
H6 1.5508 -1.8252 -0.6208  0.271

For the highest occupied orbital energy, the calculation gives -8.58 eV. The gap between HOMO and LUMO is 9.22 eV. As for the multiplicity: 1. The electronic energy comes out at -9270.204 eV. As for the SMILES: Cc1[nH]ncc1O. The energy above the lowest of the compared OMol25 structures with the same formula, charge and spin is 3.297 eV. For the LUMO energy, the calculation gives 0.64 eV.

Density functional theory data (ωB97M-V/def2-TZVPD) for a cluster of 4 separate species, C4H15NO3 in total.

Each line ends with the Mulliken charge.
CARTESIAN COORDINATES (ANGSTROEM)
O1 -0.3039 -2.0634 -1.7954  -0.633
O2 -1.4586 0.3204 1.5789  -0.727
O3 0.6400 -1.1023 1.6089  -0.485
N1 -0.8111 0.4603 -1.2544  -0.251
C1 0.3650 2.4254 0.6852  -1.039
C2 0.4584 -2.2783 0.8252  -0.584
C3 0.8873 2.1162 -0.7029  -0.494
C4 0.6149 0.6664 -1.1252  -0.050
H1 -0.7265 2.2225 0.7330  0.280
H2 1.0406 -0.0028 -0.3921  0.078
H3 0.9713 -2.1796 -0.0786  0.273
H4 -1.2380 0.4092 -0.3351  0.273
H5 -0.9495 -0.5233 -1.6841  0.402
H6 -0.5966 -2.4241 0.5003  0.244
H7 0.7626 1.7604 1.4395  0.270
H8 -2.2788 -0.0134 1.9017  0.149
H9 -1.0124 -2.5199 -2.2946  0.249
H10 -0.2126 -0.5912 1.6855  0.465
H11 0.5578 3.4926 0.9531  0.334
H12 1.1276 0.4180 -2.1469  0.374
H13 0.8172 -3.1424 1.3894  0.288
H14 2.0360 2.3031 -0.7095  0.285
H15 0.4054 2.7529 -1.4149  0.300

For the highest occupied orbital energy, the calculation gives -9.57 eV. The gap between HOMO and LUMO is 4.46 eV. As for the multiplicity: 1. The electronic energy comes out at -12015.506 eV. The energy above the lowest of the compared OMol25 structures with the same formula, charge and spin is 8.713 eV. For the LUMO energy, the calculation gives -5.10 eV.

Repeat the sixth record exactly.
Density functional theory data (ωB97M-V/def2-TZVPD) for a cluster of 4 separate species, C4H15NO3 in total.

Each line ends with the Mulliken charge.
CARTESIAN COORDINATES (ANGSTROEM)
O1 -0.3039 -2.0634 -1.7954  -0.633
O2 -1.4586 0.3204 1.5789  -0.727
O3 0.6400 -1.1023 1.6089  -0.485
N1 -0.8111 0.4603 -1.2544  -0.251
C1 0.3650 2.4254 0.6852  -1.039
C2 0.4584 -2.2783 0.8252  -0.584
C3 0.8873 2.1162 -0.7029  -0.494
C4 0.6149 0.6664 -1.1252  -0.050
H1 -0.7265 2.2225 0.7330  0.280
H2 1.0406 -0.0028 -0.3921  0.078
H3 0.9713 -2.1796 -0.0786  0.273
H4 -1.2380 0.4092 -0.3351  0.273
H5 -0.9495 -0.5233 -1.6841  0.402
H6 -0.5966 -2.4241 0.5003  0.244
H7 0.7626 1.7604 1.4395  0.270
H8 -2.2788 -0.0134 1.9017  0.149
H9 -1.0124 -2.5199 -2.2946  0.249
H10 -0.2126 -0.5912 1.6855  0.465
H11 0.5578 3.4926 0.9531  0.334
H12 1.1276 0.4180 -2.1469  0.374
H13 0.8172 -3.1424 1.3894  0.288
H14 2.0360 2.3031 -0.7095  0.285
H15 0.4054 2.7529 -1.4149  0.300

For the highest occupied orbital energy, the calculation gives -9.57 eV. The gap between HOMO and LUMO is 4.46 eV. As for the multiplicity: 1. The electronic energy comes out at -12015.506 eV. The energy above the lowest of the compared OMol25 structures with the same formula, charge and spin is 8.713 eV. For the LUMO energy, the calculation gives -5.10 eV.

- Which value of energy above the lowest of the compared OMol25 structures with the same formula, charge and spin does entry 1 give?
  3.991 eV